The following is a DFT calculation (ωB97M-V/def2-TZVPD) of a structure of composition C39H35IN4O4PPtS2.

Its total charge is -1. The relative energy (zero: lowest compared OMol25 entry of this formula, charge and spin) is 229.7 kJ/mol. For the LUMO energy, the calculation gives 1.13 eV.

Atoms and positions in Å:
Pt 0.196 -0.100 -0.038
I 2.449 3.587 -4.860
S -0.796 -2.074 1.853
S -2.509 -4.526 3.447
P -0.877 -3.434 3.351
O -1.827 0.299 0.118
O -3.551 1.276 1.157
O 0.271 -1.478 -1.659
O -0.093 0.957 1.990
N 0.277 -1.022 -2.904
N -0.084 1.877 -1.854
N -3.218 -1.246 -2.474
N -0.818 0.372 -5.780
C -0.859 -0.729 -3.426
C 1.984 0.005 0.134
C -2.642 0.779 6.164
C 2.804 -6.241 3.356
C -0.591 -2.566 4.947
C 1.574 -4.434 2.350
C -1.237 2.531 -1.988
C 4.414 -0.441 0.202
C 2.681 -5.281 2.367
C 0.821 3.172 -3.630
C -2.131 5.271 1.587
C 0.924 2.182 -2.668
C -2.376 0.989 1.061
C -1.549 2.204 4.566
C -3.005 -0.082 5.136
C 2.877 -1.158 2.053
C 0.710 -1.035 6.288
C 3.010 -0.979 0.523
C -1.914 1.926 5.876
C -1.420 3.530 -2.936
C -0.816 -0.140 -4.751
C -0.371 3.865 -3.771
C -0.075 -1.333 7.396
C 0.715 -5.515 4.312
C 2.802 -2.332 -0.177
C 0.455 -1.652 5.074
C 0.027 4.803 0.654
C -1.902 1.339 3.531
C 0.593 -4.538 3.321
C -1.223 3.042 1.743
C -0.991 5.705 0.915
C -1.374 -2.857 6.056
C -2.166 -0.974 -2.843
C -2.249 3.952 1.995
C 1.815 -6.360 4.330
C -1.389 1.577 2.118
C -0.092 3.479 1.064
C -1.114 -2.243 7.279
C -2.633 0.191 3.828
H -2.190 -3.560 5.941
H 4.585 0.530 0.675
H 2.992 -0.206 2.581
H 0.918 5.124 0.126
H -0.163 0.059 2.394
H 1.456 -3.692 1.574
H 3.663 -6.902 3.373
H 2.364 1.034 0.017
H 5.169 -1.139 0.565
H 3.043 -2.259 -1.239
H -2.914 0.547 7.187
H -2.938 5.965 1.792
H -3.578 -0.975 5.350
H 1.770 -2.664 -0.101
H -0.976 3.097 4.346
H -2.380 4.024 -3.015
H -1.731 -2.474 8.139
H 0.124 -0.854 8.348
H 1.521 -0.322 6.374
H 1.833 1.600 -2.558
H 3.445 -5.189 1.602
H -0.903 6.737 0.599
H 1.065 -1.421 4.209
H -3.148 3.610 2.491
H -2.040 2.225 -1.327
H 1.899 -7.118 5.099
H 3.457 -3.075 0.284
H 4.550 -0.325 -0.877
H -0.064 -5.611 5.060
H 1.895 -1.567 2.291
H 0.705 2.779 0.857
H -1.627 2.604 6.672
H 3.653 -1.848 2.387
H -2.911 -0.495 3.038
H -0.480 4.634 -4.525

Listed below, in e, are the Löwdin charges computed for each atom: number 1, Pt, carries 1.194; number 2, I, carries 0.850; number 3, S, carries 0.346; number 4, S, carries 0.152; number 5, P, carries 0.035; number 6, O, carries -0.234; number 7, O, carries 0.090; number 8, O, carries -0.317; number 9, O, carries -0.129; number 10, N, carries -0.020; number 11, N, carries 0.034; number 12, N, carries 0.198; number 13, N, carries 0.157; number 14, C, carries -0.324; number 15, C, carries -0.161; number 16, C, carries -0.094; number 17, C, carries -0.104; number 18, C, carries -0.377; number 19, C, carries -0.107; number 20, C, carries -0.116; number 21, C, carries -0.057; number 22, C, carries -0.089; number 23, C, carries -0.727; number 24, C, carries -0.074; number 25, C, carries -0.232; number 26, C, carries -0.611; number 27, C, carries -0.026; number 28, C, carries -0.064; number 29, C, carries -0.046; number 30, C, carries -0.085; number 31, C, carries -0.633; number 32, C, carries -0.084; number 33, C, carries -0.038; number 34, C, carries -0.177; number 35, C, carries -0.136; number 36, C, carries -0.107; number 37, C, carries -0.098; number 38, C, carries -0.051; number 39, C, carries -0.090; number 40, C, carries -0.084; number 41, C, carries -0.140; number 42, C, carries -0.361; number 43, C, carries -0.148; number 44, C, carries -0.099; number 45, C, carries -0.130; number 46, C, carries -0.168; number 47, C, carries -0.021; number 48, C, carries -0.091; number 49, C, carries -0.312; number 50, C, carries -0.033; number 51, C, carries -0.098; number 52, C, carries -0.019; number 53, H, carries 0.055; number 54, H, carries 0.083; number 55, H, carries 0.095; number 56, H, carries 0.101; number 57, H, carries 0.001; number 58, H, carries 0.035; number 59, H, carries 0.094; number 60, H, carries 0.086; number 61, H, carries 0.086; number 62, H, carries 0.091; number 63, H, carries 0.100; number 64, H, carries 0.100; number 65, H, carries 0.110; number 66, H, carries 0.052; number 67, H, carries 0.117; number 68, H, carries 0.111; number 69, H, carries 0.098; number 70, H, carries 0.096; number 71, H, carries 0.099; number 72, H, carries 0.090; number 73, H, carries 0.092; number 74, H, carries 0.095; number 75, H, carries 0.073; number 76, H, carries 0.127; number 77, H, carries 0.111; number 78, H, carries 0.096; number 79, H, carries 0.080; number 80, H, carries 0.086; number 81, H, carries 0.095; number 82, H, carries 0.011; number 83, H, carries 0.090; number 84, H, carries 0.096; number 85, H, carries 0.097; number 86, H, carries 0.101; number 87, H, carries 0.097

The following is a DFT calculation (ωB97M-V/def2-TZVPD) of the molecule C4H9NO2.

The SMILES is C[C@@H](CO)NC=O. The relative energy (zero: lowest compared OMol25 entry of this formula, charge and spin) is 93.8 kJ/mol. For the LUMO energy, the calculation gives 0.75 eV.

Atoms and positions in Å:
O -0.180 -1.665 1.496
O 1.601 -1.625 -0.850
N 1.125 0.542 -0.146
C 1.915 -0.474 -0.587
C -1.210 1.347 -0.472
C -0.778 -0.952 0.437
C -0.258 0.486 0.359
H -2.153 1.466 0.075
H 1.612 1.413 0.036
H 0.528 -2.194 1.105
H -1.423 0.883 -1.442
H -0.231 0.872 1.388
H -0.581 -1.444 -0.520
H 2.959 -0.130 -0.697
H -0.808 2.348 -0.658
H -1.864 -0.918 0.601

Listed below, in e, are the Löwdin charges computed for each atom: number 1, O, carries -0.051; number 2, O, carries -0.005; number 3, N, carries 0.067; number 4, C, carries -0.336; number 5, C, carries -0.059; number 6, C, carries -0.248; number 7, C, carries -0.344; number 8, H, carries 0.082; number 9, H, carries 0.135; number 10, H, carries 0.078; number 11, H, carries 0.087; number 12, H, carries 0.146; number 13, H, carries 0.118; number 14, H, carries 0.130; number 15, H, carries 0.074; number 16, H, carries 0.126

The following is a DFT calculation (ωB97M-V/def2-TZVPD) of the molecule C4H7NO in a non-equilibrium geometry.

The SMILES is CC[C@H]1NC1=O. The relative energy (zero: lowest compared OMol25 entry of this formula, charge and spin) is 291.3 kJ/mol. For the LUMO energy, the calculation gives 0.90 eV.

Atoms and positions in Å:
O 2.279 1.730 -0.370
N 1.074 0.238 -1.694
C -0.952 0.233 0.047
C 1.508 0.872 -0.643
C 0.505 -0.179 -0.408
C -1.005 -0.508 1.340
H -1.117 1.340 -0.148
H 0.838 -1.046 0.133
H 1.342 -0.296 -2.486
H -1.623 -0.282 -0.785
H -1.073 -1.551 1.148
H -1.780 -0.281 2.005
H 0.004 -0.269 1.861

Listed below, in e, are the Löwdin charges computed for each atom: number 1, O, carries 0.113; number 2, N, carries 0.177; number 3, C, carries -0.206; number 4, C, carries -0.497; number 5, C, carries -0.200; number 6, C, carries -0.139; number 7, H, carries 0.129; number 8, H, carries 0.122; number 9, H, carries 0.128; number 10, H, carries 0.135; number 11, H, carries 0.068; number 12, H, carries 0.049; number 13, H, carries 0.119

The following is a DFT calculation (ωB97M-V/def2-TZVPD) of a cluster of 5 separate species, C2H16NO4 in total in a non-equilibrium geometry.

Its total charge is +2. The relative energy (zero: lowest compared OMol25 entry of this formula, charge and spin) is 160.0 kJ/mol. The spin multiplicity is 2. For the LUMO energy (alpha / beta), the calculation gives -7.36 / -14.80 eV. As for the expectation value of S²: 0.759.

Atoms and positions in Å:
O -1.862 2.279 -0.541
O 0.844 -0.254 -2.180
O 2.342 -2.674 -1.219
O -2.531 -0.398 0.660
N -0.085 0.013 0.914
C 0.064 1.397 1.428
C 1.225 -0.649 0.820
H 0.746 1.867 0.690
H -2.767 0.492 0.369
H 1.458 -0.233 -2.925
H -3.028 -1.144 0.313
H -0.659 -0.668 1.457
H 1.083 -1.675 0.447
H -0.944 1.778 1.642
H 3.125 -2.630 -1.817
H -1.998 2.518 0.380
H 1.781 -0.888 1.725
H 0.527 1.568 2.443
H 1.972 -0.143 0.166
H 1.713 -3.316 -1.620
H -0.675 -0.124 0.067
H -0.120 -0.131 -2.158
H -2.210 3.017 -1.062

Listed below, in e, are the Löwdin charges computed for each atom: number 1, O, carries -0.050; number 2, O, carries 0.193; number 3, O, carries 0.270; number 4, O, carries -0.032; number 5, N, carries -0.083; number 6, C, carries -0.005; number 7, C, carries -0.063; number 8, H, carries 0.125; number 9, H, carries 0.045; number 10, H, carries 0.126; number 11, H, carries 0.089; number 12, H, carries 0.175; number 13, H, carries 0.078; number 14, H, carries 0.089; number 15, H, carries 0.160; number 16, H, carries 0.031; number 17, H, carries 0.120; number 18, H, carries 0.141; number 19, H, carries 0.106; number 20, H, carries 0.152; number 21, H, carries 0.127; number 22, H, carries 0.125; number 23, H, carries 0.083

The following is a DFT calculation (ωB97M-V/def2-TZVPD) of the ion C6H14NS with charge -1 in a non-equilibrium geometry.

The SMILES is CC(C)CNCC[S-]. Its total charge is -1. The relative energy (zero: lowest compared OMol25 entry of this formula, charge and spin) is 30.7 kJ/mol. For the LUMO energy, the calculation gives 3.29 eV.

Atoms and positions in Å:
S 3.695 2.041 -2.034
N 0.776 0.709 0.506
C -1.886 -1.982 0.059
C 1.575 1.575 -0.398
C -1.157 -0.784 0.692
C 2.846 0.888 -0.913
C 0.048 -0.387 -0.118
C -2.186 0.341 0.883
H -2.389 0.794 -0.076
H -1.145 -2.767 -0.135
H -3.183 -0.056 1.117
H -1.963 1.021 1.693
H -2.696 -2.391 0.659
H 1.458 0.277 1.122
H 2.629 -0.060 -1.418
H -0.907 -1.061 1.725
H -0.210 -0.096 -1.144
H 0.687 -1.274 -0.248
H -2.232 -1.683 -0.932
H 3.366 0.596 0.015
H 0.983 1.880 -1.259
H 1.891 2.421 0.204

Listed below, in e, are the Löwdin charges computed for each atom: number 1, S, carries 0.062; number 2, N, carries -0.083; number 3, C, carries -0.099; number 4, C, carries -0.363; number 5, C, carries -0.436; number 6, C, carries -0.821; number 7, C, carries -0.257; number 8, C, carries -0.094; number 9, H, carries 0.071; number 10, H, carries 0.067; number 11, H, carries 0.062; number 12, H, carries 0.064; number 13, H, carries 0.066; number 14, H, carries 0.090; number 15, H, carries 0.025; number 16, H, carries 0.128; number 17, H, carries 0.128; number 18, H, carries 0.112; number 19, H, carries 0.076; number 20, H, carries 0.040; number 21, H, carries 0.081; number 22, H, carries 0.081

The following is a DFT calculation (ωB97M-V/def2-TZVPD) of the molecule C3H5ClN2O2 in a non-equilibrium geometry.

The SMILES is N/C=C(/Cl)C(=O)NO. The relative energy (zero: lowest compared OMol25 entry of this formula, charge and spin) is 288.4 kJ/mol. For the LUMO energy, the calculation gives 0.42 eV.

Atoms and positions in Å:
Cl 2.178 0.014 0.392
O 0.297 -1.944 -0.852
O -2.249 -0.091 0.691
N -1.002 2.108 -0.641
N -1.529 -1.217 0.259
C 0.164 1.562 -0.182
C -0.263 -1.012 -0.318
C 0.502 0.245 -0.042
H -2.104 -1.749 -0.383
H -1.785 1.542 -0.333
H -2.217 -0.135 1.686
H -1.022 3.101 -0.387
H 1.010 2.281 -0.027

Listed below, in e, are the Löwdin charges computed for each atom: number 1, Cl, carries 0.657; number 2, O, carries 0.062; number 3, O, carries -0.073; number 4, N, carries 0.069; number 5, N, carries 0.023; number 6, C, carries -0.242; number 7, C, carries -0.492; number 8, C, carries -0.577; number 9, H, carries 0.144; number 10, H, carries 0.066; number 11, H, carries 0.143; number 12, H, carries 0.104; number 13, H, carries 0.117